Density functional theory data (ωB97M-V with the def2-TZVPD basis set) for 2 unconnected molecules or ions with the total composition C14H17N3O2 at a distorted geometry.

Calculated values
E_tot: -23346.9218 eV
Energy relative to the best compared isomer or geometry (same formula, charge and spin): 1326.39 kJ/mol
Gap between HOMO and LUMO: 7.92 eV
Strongest force on any atom: 14.05 eV/Å
LUMO energy: -0.3 eV
HOMO energy: -8.20 eV

ORCA input file:
```
! RIJCOSX wB97M-V def2-TZVPD def2/J DEFGRID3
* xyz 0 1
C -4.797 -0.663 0.569
C -3.492 -0.079 -0.240
C -2.521 -1.084 -0.737
N -1.268 -0.695 -0.771
C -0.306 -1.621 -0.416
O -0.600 -2.682 0.151
C 0.964 -1.053 -0.031
C 2.050 -1.636 0.268
N 3.145 -0.893 0.169
C 4.513 -1.191 0.647
C 5.370 -0.014 0.413
C 4.992 1.078 -0.384
C 3.833 1.033 -0.793
C 2.850 0.338 -0.370
N 1.530 0.229 -0.811
H 3.448 2.080 -1.072
H 5.905 1.544 -0.427
H 6.409 -0.443 0.785
H 4.776 -1.968 1.104
H 2.007 -2.568 0.981
C -1.295 0.737 -1.144
H -1.882 1.002 -1.851
H -0.212 1.156 -1.096
C -1.997 1.592 0.250
C -0.953 2.054 0.946
H -1.393 2.394 1.994
H -0.487 0.785 1.563
H -0.134 2.702 0.781
O -3.064 0.757 0.777
H -2.318 2.433 -0.279
H -2.961 -1.422 -1.755
H -2.722 -2.045 -0.144
H -3.964 0.556 -1.085
H -5.557 0.000 0.752
H -4.548 -1.244 1.384
H -5.319 -1.164 -0.129
*
```

From a natural (NBO) analysis of the wavefunction, the atomic charges in e read:
1. C -0.591
2. C 0.123
3. C -0.257
4. N -0.428
5. C 0.630
6. O -0.604
7. C 0.028
8. C -0.018
9. N -0.317
10. C 0.051
11. C -0.236
12. C -0.224
13. C -0.214
14. C 0.285
15. N -0.483
16. H 0.227
17. H 0.244
18. H 0.227
19. H 0.184
20. H 0.230
21. C -0.247
22. H 0.175
23. H 0.285
24. C 0.071
25. C -0.578
26. H 0.224
27. H 0.130
28. H 0.254
29. O -0.519
30. H 0.162
31. H 0.174
32. H 0.246
33. H 0.148
34. H 0.212
35. H 0.209
36. H 0.194

Density functional theory data (ωB97M-V with the def2-TZVPD basis set) for 4 unconnected molecules or ions with the total composition C21H48FN8O8S at a distorted geometry.

Calculated values
E_tot: -64405.9458 eV
Gap between HOMO and LUMO: 8.87 eV
Strongest force on any atom: 1.40 eV/Å
LUMO energy: -2.3 eV
HOMO energy: -11.20 eV

ORCA input file:
```
! RIJCOSX wB97M-V def2-TZVPD def2/J DEFGRID3
* xyz 1 1
C -4.726 -5.534 -1.395
C -3.224 -5.486 -1.584
O -2.783 -4.136 -1.649
C -2.022 -3.806 -2.794
C -1.817 -2.304 -2.794
C -0.962 -1.829 -1.615
C -1.453 -0.537 -0.975
C -0.368 0.010 -0.051
C -0.763 0.512 1.343
C -0.362 1.972 1.470
C -0.900 2.982 0.443
C -2.061 3.869 0.911
C -3.331 3.118 1.339
C -4.064 3.756 2.506
O -5.042 2.835 2.950
N -0.763 2.433 2.866
C -0.030 1.666 3.905
S -0.611 2.210 5.529
C -0.255 3.940 5.552
O -2.042 2.065 5.476
O 0.213 1.540 6.482
C -0.358 0.190 3.734
N -0.053 -0.270 2.386
C -0.374 -1.692 2.276
C 0.774 -2.528 1.756
O 1.880 -2.231 1.552
F 0.332 -3.794 1.529
H -5.018 -4.969 -0.508
H -5.053 -6.568 -1.258
H -5.244 -5.117 -2.261
H -2.718 -5.982 -0.748
H -2.934 -6.022 -2.496
H -2.541 -4.137 -3.702
H -1.045 -4.314 -2.764
H -2.802 -1.829 -2.758
H -1.336 -2.022 -3.735
H -0.957 -2.610 -0.843
H 0.083 -1.673 -1.902
H -1.679 0.200 -1.752
H -2.391 -0.733 -0.438
H 0.181 0.802 -0.565
H 0.378 -0.766 0.113
H -1.850 0.413 1.526
H 0.731 1.982 1.481
H -0.060 3.617 0.159
H -1.184 2.458 -0.470
H -2.302 4.525 0.072
H -1.738 4.560 1.706
H -4.013 3.035 0.491
H -3.108 2.085 1.631
H -3.355 4.000 3.315
H -4.532 4.697 2.194
H -5.252 2.992 3.876
H -0.598 3.437 2.941
H -1.766 2.264 3.011
H 1.039 1.863 3.816
H -1.023 4.472 4.993
H 0.751 4.147 5.188
H -0.332 4.213 6.607
H -1.412 0.022 4.018
H 0.267 -0.354 4.445
H -0.628 -2.108 3.256
H -1.239 -1.883 1.631
C 2.635 2.066 -1.351
O 1.474 2.296 -1.007
N 3.656 2.942 -1.132
N 2.993 0.930 -1.991
H 4.598 2.744 -1.427
H 3.444 3.822 -0.703
H 2.283 0.250 -2.216
H 3.951 0.777 -2.260
C 6.392 0.352 -3.534
O 6.060 0.981 -2.534
N 7.234 -0.714 -3.461
N 5.946 0.680 -4.778
H 7.536 -1.233 -4.264
H 7.585 -0.964 -2.556
H 5.342 1.477 -4.861
H 6.216 0.186 -5.607
C 2.571 -2.089 -3.351
O 1.976 -1.056 -3.077
N 3.073 -2.918 -2.389
N 2.763 -2.494 -4.640
H 3.548 -3.777 -2.596
H 2.925 -2.664 -1.428
H 2.405 -1.903 -5.366
H 3.240 -3.340 -4.887
*
```

From a Löwdin analysis of the wavefunction, the atomic charges in e read:
1. C -0.075
2. C -0.278
3. O -0.166
4. C -0.242
5. C -0.162
6. C -0.201
7. C -0.176
8. C -0.133
9. C -0.240
10. C -0.186
11. C -0.121
12. C -0.177
13. C -0.176
14. C -0.275
15. O -0.048
16. N 0.103
17. C -0.281
18. S 0.645
19. C -0.124
20. O -0.289
21. O -0.260
22. C -0.148
23. N -0.087
24. C -0.074
25. C -0.458
26. O 0.193
27. F 0.093
28. H 0.075
29. H 0.077
30. H 0.077
31. H 0.117
32. H 0.114
33. H 0.125
34. H 0.128
35. H 0.119
36. H 0.118
37. H 0.108
38. H 0.090
39. H 0.119
40. H 0.119
41. H 0.087
42. H 0.102
43. H 0.152
44. H 0.161
45. H 0.110
46. H 0.125
47. H 0.126
48. H 0.105
49. H 0.133
50. H 0.094
51. H 0.105
52. H 0.129
53. H 0.095
54. H 0.155
55. H 0.142
56. H 0.164
57. H 0.067
58. H 0.086
59. H 0.091
60. H 0.144
61. H 0.147
62. H 0.145
63. H 0.143
64. C -0.638
65. O -0.018
66. N 0.164
67. N 0.182
68. H 0.082
69. H 0.096
70. H 0.034
71. H 0.065
72. C -0.670
73. O 0.000
74. N 0.161
75. N 0.164
76. H 0.097
77. H 0.109
78. H 0.109
79. H 0.097
80. C -0.629
81. O -0.012
82. N 0.181
83. N 0.167
84. H 0.100
85. H 0.104
86. H 0.108
87. H 0.098

Density functional theory data (ωB97M-V with the def2-TZVPD basis set) for a molecular structure, C21H61F5O12P2Si2 at a distorted geometry.

Calculated values
E_tot: -95258.6046 eV
Gap between HOMO and LUMO: 9.27 eV
Strongest force on any atom: 3.29 eV/Å
LUMO energy: 0.4 eV
HOMO energy: -8.92 eV

ORCA input file:
```
! RIJCOSX wB97M-V def2-TZVPD def2/J DEFGRID3
* xyz 0 1
O 4.079 -2.403 4.534
P 3.114 -2.802 3.430
O 1.863 -3.597 4.165
O 3.927 -3.838 2.380
P 2.499 -1.078 2.256
Si 0.262 -0.887 2.265
C -0.504 -2.625 2.112
C -1.975 -2.629 1.522
C -2.843 -3.852 1.974
C -3.406 -3.767 3.413
F -2.523 -3.292 4.352
F -3.710 -5.073 3.800
C -4.738 -2.954 3.573
F -5.669 -3.242 2.635
F -5.293 -3.325 4.777
F -4.532 -1.615 3.675
O -0.109 -0.118 3.733
Si -1.575 0.757 3.732
H 2.206 -4.377 4.640
H 4.725 -3.327 2.137
H 2.932 -1.330 0.912
H -0.081 -0.091 1.072
H 0.114 -3.235 1.400
H -0.470 -3.148 3.094
H -2.516 -1.667 1.684
H -1.859 -2.724 0.411
H -3.722 -3.900 1.283
H -2.255 -4.790 1.863
H -2.679 0.069 3.059
H -1.417 2.111 3.181
H -1.951 0.930 5.152
C 3.636 -6.337 -0.730
C 5.139 -6.178 -0.592
O 5.467 -4.861 -0.166
H 3.240 -5.615 -1.447
H 3.378 -7.344 -1.065
H 3.139 -6.147 0.225
H 5.631 -6.347 -1.550
H 5.540 -6.895 0.132
H 5.039 -4.718 0.686
C 3.210 3.204 -0.130
C 2.070 2.206 -0.105
O 1.915 1.660 1.209
H 4.144 2.728 0.179
H 3.339 3.620 -1.132
H 3.023 4.024 0.568
H 2.272 1.379 -0.788
H 1.132 2.680 -0.403
H 1.728 2.392 1.809
C -0.864 2.906 -4.229
C -0.482 2.247 -2.920
O -0.494 3.201 -1.864
H -0.175 3.719 -4.466
H -0.854 2.186 -5.051
H -1.861 3.340 -4.156
H 0.524 1.828 -2.980
H -1.179 1.438 -2.675
H -1.389 3.565 -1.808
C -0.556 -9.039 1.425
C -0.746 -7.535 1.447
O -2.128 -7.200 1.347
H -0.965 -9.462 0.505
H 0.502 -9.301 1.493
H -1.087 -9.508 2.258
H -0.233 -7.073 0.604
H -0.345 -7.108 2.372
H -2.581 -7.600 2.099
C -4.601 6.066 -4.121
C -4.167 4.686 -3.670
O -3.605 4.739 -2.357
H -3.752 6.753 -4.117
H -5.024 6.034 -5.127
H -5.350 6.478 -3.439
H -3.408 4.289 -4.338
H -5.016 3.994 -3.662
H -4.282 5.082 -1.763
C 6.051 3.891 -4.005
C 4.939 2.910 -3.686
O 3.678 3.573 -3.650
H 6.082 4.688 -3.260
H 7.021 3.390 -4.026
H 5.882 4.365 -4.976
H 5.101 2.455 -2.708
H 4.899 2.113 -4.435
H 3.530 3.967 -4.517
C 3.751 0.961 7.238
C 5.218 0.859 6.872
O 5.754 -0.373 7.335
H 3.614 0.894 8.319
H 3.323 1.904 6.889
H 3.194 0.132 6.793
H 5.785 1.668 7.334
H 5.359 0.915 5.787
H 5.254 -1.084 6.912
C -8.535 7.674 -6.917
C -7.069 7.593 -7.296
O -6.491 6.381 -6.819
H -8.653 7.618 -5.833
H -8.980 8.605 -7.273
H -9.091 6.835 -7.344
H -6.514 8.420 -6.851
H -6.946 7.640 -8.383
H -6.976 5.649 -7.220
*
```

Löwdin population analysis, charges in e, atoms 1 to 99:
1. O -0.388
2. P 0.309
3. O -0.200
4. O -0.245
5. P 0.689
6. Si 0.287
7. C -0.305
8. C -0.232
9. C -0.075
10. C -0.380
11. F 0.104
12. F 0.073
13. C -0.475
14. F 0.152
15. F 0.120
16. F 0.128
17. O -0.481
18. Si 0.555
19. H 0.085
20. H 0.062
21. H -0.091
22. H 0.003
23. H 0.080
24. H 0.061
25. H 0.072
26. H 0.116
27. H 0.134
28. H 0.114
29. H -0.069
30. H -0.064
31. H -0.059
32. C -0.095
33. C -0.317
34. O -0.088
35. H 0.076
36. H 0.072
37. H 0.065
38. H 0.111
39. H 0.110
40. H 0.034
41. C -0.078
42. C -0.300
43. O -0.194
44. H 0.077
45. H 0.057
46. H 0.076
47. H 0.113
48. H 0.089
49. H 0.088
50. C -0.076
51. C -0.309
52. O -0.098
53. H 0.082
54. H 0.078
55. H 0.034
56. H 0.107
57. H 0.111
58. H 0.069
59. C -0.092
60. C -0.325
61. O -0.095
62. H 0.077
63. H 0.074
64. H 0.074
65. H 0.110
66. H 0.108
67. H 0.085
68. C -0.082
69. C -0.313
70. O -0.090
71. H 0.081
72. H 0.049
73. H 0.076
74. H 0.083
75. H 0.113
76. H 0.083
77. C -0.092
78. C -0.322
79. O -0.099
80. H 0.077
81. H 0.075
82. H 0.072
83. H 0.105
84. H 0.108
85. H 0.081
86. C -0.096
87. C -0.329
88. O -0.091
89. H 0.074
90. H 0.070
91. H 0.068
92. H 0.108
93. H 0.107
94. H 0.070
95. C -0.095
96. C -0.313
97. O -0.102
98. H 0.076
99. H 0.074